Arrangement w

ORCA calculation (wB97M-V/def2-TZVPD) on a 2-piece molecular cluster, C2H6IOS overall.

The calculation puts the LUMO energy at -7.87 eV. Its charge is +1. As for the HOMO energy: -0.556 Ha.

```
11
Properties=species:S:1:pos:R:3:mulliken_charge:R:1
C 0.07345 0.01912 1.32730 -0.7532
C 0.28586 0.64640 -1.45397 -0.8522
O -0.67788 -2.79979 -0.17695 -0.1328
S 0.82601 -0.59510 -0.16025 0.1971
I 3.23060 -0.43147 0.13588 0.3176
H -0.03884 1.12132 1.50886 0.3604
H 0.71164 -0.52877 2.05104 0.3612
H -0.95477 -0.47444 1.33803 0.3721
H 0.44004 1.61871 -1.05521 0.3817
H -0.75848 0.32899 -1.60082 0.3513
H 0.93794 0.67072 -2.32562 0.3968
```

Arrangement x

ORCA calculation (wB97M-V/def2-TZVPD) on an isolated ion of composition C2H6IOS and charge +1.

The calculation puts the LUMO energy at -5.62 eV. Its charge is +1. As for the HOMO energy: -0.529 Ha.

```
11
Properties=species:S:1:pos:R:3:mulliken_charge:R:1
C -0.34109 -1.65916 -0.10709 -0.8824
C -0.15303 1.44589 0.17676 -0.2945
O 1.22394 1.37845 0.05865 -0.4788
S -1.13975 -0.31760 0.91221 0.0135
I -3.27619 0.17971 -0.05742 0.2986
H -0.91940 -2.56582 -0.14690 0.3932
H 0.53497 -1.88419 0.39330 0.3745
H -0.35210 -1.48065 -1.10953 0.3928
H -0.49104 1.33909 -0.79154 0.4102
H 1.74199 2.01685 0.75260 0.3930
H -0.42267 2.22939 0.89404 0.3799
```

Least stable = arrangement w

Arrangement w

ORCA calculation (wB97M-V/def2-TZVPD) on C11H14N2O4 as an isolated structure.

The calculation puts the LUMO energy at 0.17 eV. Its charge is 0. As for the HOMO energy: -0.321 Ha.

```
31
Properties=species:S:1:pos:R:3:mulliken_charge:R:1
C -2.97639 -1.25811 0.80219 -0.4611
C -3.31443 -0.65355 -0.63220 0.5145
C -0.94260 0.31733 -0.40924 -0.1432
C -1.13421 1.92854 -0.04468 0.5328
C 0.15688 -0.07561 -1.41569 -0.9604
C 1.44809 -0.14742 -0.81464 0.0899
C 2.13203 -1.33508 -0.39458 -0.3525
C 2.09521 1.03039 -0.73580 -0.2511
C 3.41018 -1.41928 0.04037 -0.8301
C 3.38999 1.07986 -0.00741 -0.7545
C 4.05252 -0.10341 0.18128 0.9736
H -2.27484 -0.42145 2.81052 0.2759
H -4.04944 -0.32042 2.76524 0.3021
H -3.79526 -2.09507 0.86450 0.3173
H -2.07692 -1.86505 0.81508 0.3095
H -2.63632 0.69513 -1.87704 0.2271
H -0.86272 -0.25945 0.50459 0.6165
H -0.20256 -1.20806 -1.68760 0.2686
H -0.01451 0.57091 -2.21337 0.3932
H 1.54166 -2.15101 -0.49685 0.4678
H 1.77165 2.03888 -1.16447 0.3183
H 4.10456 -2.27034 0.20199 0.3530
H 3.86702 2.10413 0.31987 0.1428
H 5.75059 0.69419 0.94467 0.3022
H -2.70558 1.40820 1.09334 0.4521
N -3.01266 -0.23805 2.00051 -0.7678
N -2.29608 0.23236 -1.04401 -0.1014
O -4.28263 -1.08120 -1.29834 -0.6349
O -0.53121 2.73315 -0.67802 -0.5050
O 5.42047 -0.17764 0.60920 -0.5431
O -2.03248 2.24714 0.96059 -0.5522
```

Arrangement x

ORCA calculation (wB97M-V/def2-TZVPD) on an isolated molecule of C11H14N2O4.

The calculation puts the LUMO energy at 0.37 eV. Its charge is 0. The SMILES is N[C@@H](Cc1ccc(O)cc1)C(=O)NCC(=O)O. As for the HOMO energy: -0.327 Ha.

```
31
Properties=species:S:1:pos:R:3:mulliken_charge:R:1
N 1.30110 0.93960 -1.16568 -0.7277
C 1.12596 1.66095 -0.04569 0.5620
C -0.34186 2.02235 0.28344 -1.2874
C -1.30954 0.91909 0.12360 0.6450
C -2.30311 0.83114 -0.97119 -0.9397
C -3.23936 -0.27710 -0.93711 -0.3909
C -3.37507 -1.19338 0.16962 0.4693
O -4.39629 -2.15571 0.18225 -0.5317
C -2.30308 -1.16286 1.02713 -0.7332
C -1.32480 -0.10064 1.13278 -0.1843
C 1.36356 0.73147 1.13110 -0.3559
O 1.11246 1.07335 2.25603 -0.6679
N 1.78053 -0.58171 0.96448 0.0862
C 2.12010 -1.49342 -0.15893 -0.5802
C 3.69139 -1.45151 -0.22813 0.6318
O 4.50204 -2.18421 0.22780 -0.5391
O 4.10232 -0.33047 -0.86319 -0.5164
H 1.56461 1.40134 -2.05826 0.2506
H 0.47892 0.43064 -1.49500 0.2358
H 1.77321 2.53572 0.14934 0.4533
H -0.42781 2.48181 1.21115 0.5289
H -0.59190 2.79699 -0.46053 0.3776
H -2.52836 1.51682 -1.67293 0.5069
H -3.95688 -0.39342 -1.72837 0.2625
H -4.70720 -2.18080 -0.75993 0.3127
H -2.18282 -1.82310 1.86619 0.3737
H -0.63786 0.10083 1.99240 0.4268
H 1.93017 -0.77154 1.94779 0.2010
H 1.63697 -0.99266 -0.99953 0.4276
H 1.83756 -2.53264 0.07071 0.3093
H 3.30505 0.18308 -1.19135 0.3936
```

Least stable = arrangement w

Arrangement w

ORCA calculation (wB97M-V/def2-TZVPD) on a 2-piece molecular cluster, CH3O3S2 overall.

The calculation puts the LUMO energy at 3.63 eV. Its charge is -1. As for the HOMO energy: -0.150 Ha.

```
9
Properties=species:S:1:pos:R:3:mulliken_charge:R:1
C 1.37076 -0.52495 -0.52297 -0.3764
O -2.72011 -0.27111 -0.14038 -0.6147
O -1.20629 1.14268 1.07944 -0.4661
O -0.32601 -1.12348 0.21987 -0.4870
S 1.65884 1.13215 -0.42730 -0.4737
S -1.26889 0.05237 -0.23769 0.5979
H 1.87310 -0.95066 0.24366 0.2153
H 0.99529 -0.92845 -1.46779 0.3312
H -0.37669 1.47144 1.25318 0.2735
```

Arrangement x

ORCA calculation (wB97M-V/def2-TZVPD) on an isolated ion of composition CH3O3S2 and charge -1.

The calculation puts the LUMO energy at 3.20 eV. Its charge is -1. As for the HOMO energy: -0.127 Ha.

```
9
Properties=species:S:1:pos:R:3:mulliken_charge:R:1
C -0.08755 0.39110 -0.19584 -0.5210
O -2.09267 -0.53246 1.25767 -0.6413
O -2.50212 0.41658 -1.02917 -0.6061
O 2.38209 -0.36540 0.02056 -0.4686
S 0.80504 -0.97722 0.56273 -0.0079
S -1.96278 0.60902 0.31276 0.4762
H 0.66665 1.20035 0.12726 0.2131
H -0.03739 0.40302 -1.37968 0.2782
H 2.82874 -1.14498 0.32371 0.2772
```

Least stable = arrangement x